[1]
C5H10O | the ωB97M-V functional and the def2-TZVPD basis

Structure (XYZ):
```
16
Properties=species:S:1:pos:R:3:mulliken_charge:R:1
O -1.97720 0.06780 0.73789 -0.5675
C -1.07562 0.15593 -0.36039 0.2151
C -0.22438 -1.14370 -0.55724 -0.7761
C 0.99234 -0.91553 0.39734 -0.6269
C 1.26996 0.56987 0.37608 -0.4999
C -0.07476 1.28919 -0.00653 -0.8378
H -2.62528 -0.62469 0.55576 0.3186
H -1.65988 0.38598 -1.27481 0.3038
H -0.85253 -2.01204 -0.29860 0.4044
H 0.03289 -1.23593 -1.61758 0.2943
H 2.08445 -1.18967 0.45897 0.3741
H 0.68213 -1.25777 1.38748 0.2226
H 1.95457 0.52479 1.26958 0.3261
H 2.01532 0.84023 -0.37608 0.2450
H -0.53202 1.90241 0.77019 0.3228
H 0.05318 1.93647 -0.89147 0.2813
```

Values from the calculation:
2S+1: 1
Total charge: 0
SMILES: OC1CCCC1
HOMO energy, eV: -10.083

=====

[2]
C52H132N10O11 | the ωB97M-V functional and the def2-TZVPD basis

Structure (XYZ):
```
205
Properties=species:S:1:pos:R:3:mulliken_charge:R:1
C -4.23844 7.38521 0.91450 -1.4005
C -4.20463 5.88573 1.18373 0.5338
C -3.84753 5.45784 2.64757 -0.7317
O -2.70247 6.20679 2.98086 -0.2533
C -2.06202 5.88870 4.26251 -0.8211
N -5.37674 5.14012 0.76642 -0.6957
H -3.36643 8.00351 1.12759 0.2832
H -5.12387 7.67852 1.47850 0.3616
H -4.35934 7.64719 -0.13661 0.3825
H -3.36014 5.44359 0.65509 0.2280
H -3.64359 4.40286 2.83065 0.4182
H -4.66896 5.87290 3.23160 0.3251
H -2.01897 4.80724 4.39167 0.3233
H -2.43868 6.26665 5.21297 0.3155
H -1.02850 6.22926 4.32551 0.2354
H -5.53636 5.29758 -0.21838 0.2328
H -5.21591 4.15254 0.90396 0.2601
C -7.28952 -0.94613 4.44242 -1.3973
C -7.04575 -0.77999 5.90029 0.6586
C -5.69474 -0.25223 6.27175 -0.7783
O -4.65872 -1.24739 6.01972 -0.1929
C -3.30696 -0.79321 6.05918 -0.8148
N -8.07350 -0.07406 6.63449 -0.7044
H -6.90809 -1.89381 4.06227 0.3127
H -6.74711 -0.21181 3.84688 0.2706
H -8.34426 -0.88581 4.17414 0.3861
H -7.08387 -1.80126 6.27931 0.1726
H -5.68613 -0.01206 7.33494 0.3319
H -5.42566 0.68182 5.77855 0.3788
H -2.87321 -0.40023 6.97872 0.3311
H -2.98621 -0.19727 5.20473 0.3404
H -2.64504 -1.64980 5.93191 0.2108
H -8.17493 0.86409 6.27435 0.2279
H -8.97751 -0.51340 6.53532 0.2673
C 0.98052 6.90202 -1.25908 -1.3229
C 1.86759 6.18252 -0.20938 0.2582
C 2.69470 7.18179 0.71156 -0.8278
O 3.32821 6.54866 1.89156 -0.1899
C 3.80925 7.45843 2.88950 -0.8168
N 0.93725 5.56538 0.71312 -0.5698
H 1.62297 7.48444 -1.91949 0.3585
H 0.25790 7.54375 -0.75498 0.2931
H 0.41415 6.17038 -1.83530 0.3386
H 2.42204 5.32984 -0.60132 0.4310
H 2.16961 8.09708 0.98477 0.4376
H 3.50632 7.42846 0.02707 0.3332
H 4.02166 7.01450 3.86208 0.2582
H 3.01355 8.18608 3.04916 0.3146
H 4.60710 8.04327 2.43179 0.3382
H 0.42455 6.28400 1.20386 0.1711
H 1.54815 5.31896 1.47874 0.2094
C -7.70503 -0.96301 -1.65237 -1.3246
C -6.23585 -0.99789 -1.99280 0.3741
C -5.83743 -1.16176 -3.47732 -0.8111
O -6.35380 -0.18959 -4.32449 -0.2004
C -5.94248 -0.29435 -5.66626 -0.8492
N -5.77849 0.28986 -1.47890 -0.6928
H -7.93510 -0.83576 -0.59455 0.3978
H -8.12298 -1.90498 -2.00749 0.3419
H -8.32398 -0.19076 -2.10913 0.2683
H -5.57410 -1.62238 -1.39262 0.3663
H -6.13679 -2.15389 -3.81520 0.3762
H -4.74986 -1.12774 -3.54164 0.4060
H -4.86799 -0.13023 -5.74777 0.3560
H -6.49835 0.43755 -6.25229 0.1982
H -6.13453 -1.30464 -6.02757 0.3611
H -4.82882 0.53475 -1.72026 0.1575
H -6.20334 1.00185 -2.05568 0.2636
C -5.18138 4.87666 -4.92235 -1.3107
C -6.73862 4.83354 -4.79242 0.3491
C -7.37922 4.86744 -6.22711 -0.7598
O -8.73758 4.83995 -6.07601 -0.3234
C -9.34546 5.31361 -7.23678 -0.8253
N -7.20504 3.68116 -4.05874 -0.5812
H -4.70219 5.11947 -3.97392 0.2631
H -4.81581 5.56850 -5.68118 0.3821
H -4.84767 3.91916 -5.32225 0.3120
H -7.05454 5.72620 -4.25256 0.2996
H -7.06313 4.03161 -6.85127 0.3066
H -7.06069 5.76317 -6.76033 0.4406
H -9.18013 6.37011 -7.44793 0.3149
H -10.42725 5.21943 -7.14219 0.2938
H -9.19505 4.68107 -8.11163 0.3263
H -6.95164 2.83028 -4.54030 0.1696
H -8.19636 3.75508 -4.23745 0.3456
C 5.77258 -4.77843 -4.37199 -1.4301
C 6.32172 -5.88998 -5.27948 0.6623
C 5.31672 -6.91503 -5.81342 -0.7641
O 4.77395 -7.66836 -4.75318 -0.3183
C 3.75191 -8.58436 -5.04510 -0.6991
N 7.01940 -5.26740 -6.41497 -0.6997
H 5.21116 -5.24830 -3.56444 0.3196
H 5.06490 -4.13640 -4.89649 0.3569
H 6.56557 -4.22692 -3.86692 0.3825
H 7.00805 -6.47753 -4.66969 0.1484
H 5.80648 -7.65776 -6.44318 0.3590
H 4.50649 -6.48991 -6.40578 0.3800
H 4.10177 -9.14767 -5.91019 0.3217
H 2.84216 -8.07824 -5.36808 0.2724
H 3.58264 -9.20944 -4.16833 0.2220
H 7.73683 -4.65749 -6.04973 0.2520
H 7.42527 -5.99043 -6.99168 0.2329
C 6.29765 1.92616 -6.57689 -1.5299
C 7.73543 1.84866 -7.00496 0.6362
C 8.71649 1.02022 -6.03395 -0.6968
O 10.13884 1.21781 -6.43679 -0.3536
C 10.62864 2.37394 -5.87138 -0.6788
N 7.77843 1.26567 -8.34679 -0.7383
H 5.57319 2.18575 -7.34883 0.3957
H 6.18796 2.73505 -5.85455 0.3772
H 6.05404 0.99691 -6.06187 0.3367
H 8.10083 2.86049 -7.18040 0.1648
H 8.58498 -0.03845 -6.25760 0.3250
H 8.42225 1.25092 -5.01008 0.3844
H 11.71093 2.43344 -5.98624 0.2782
H 10.49208 2.47337 -4.79454 0.2972
H 10.13403 3.24193 -6.30733 0.2626
H 7.29157 0.38179 -8.30421 0.2631
H 8.73912 1.00316 -8.51496 0.2762
C -0.45034 -0.61580 0.19820 -1.4604
C -0.18412 0.64014 -0.69158 0.6648
C 0.37896 0.28432 -2.14584 -0.9139
O 1.56983 -0.48551 -2.17011 -0.2257
C 2.72247 0.12625 -1.65643 -0.7433
N -1.33322 1.45560 -0.76314 -0.6507
H -0.47680 -0.37045 1.25990 0.4194
H 0.41040 -1.27697 0.09787 0.3175
H -1.36302 -1.10316 -0.14471 0.3379
H 0.56414 1.34897 -0.33695 0.2818
H 0.51744 1.22014 -2.68729 0.3262
H -0.45192 -0.16199 -2.69224 0.3221
H 2.86811 1.00487 -2.28486 0.3293
H 3.65971 -0.42802 -1.70615 0.2601
H 2.64038 0.54548 -0.65363 0.2675
H -1.71265 1.57985 0.16460 0.2327
H -1.00222 2.36920 -1.03859 0.2373
C -1.93536 -6.24567 6.14432 -1.7337
C -2.37681 -7.12949 4.98968 1.6365
C -3.38251 -6.42041 4.08387 -1.3351
C -2.90438 -5.33345 3.19346 -0.5475
C -1.81998 -5.91017 2.26775 -1.1093
C -0.71307 -6.68440 2.98574 1.5665
N -1.22297 -7.49778 4.12297 0.4679
O -0.22168 -8.34345 4.89259 -0.4905
C -0.10897 -7.68667 2.00170 -2.0038
C 0.44269 -5.79169 3.47329 -1.8397
C -3.03832 -8.41480 5.42867 -2.0218
H -1.19400 -6.82240 6.69738 0.3720
H -2.77231 -6.03550 6.81022 0.4252
H -1.36211 -5.40375 5.75617 0.3216
H -3.91513 -7.16204 3.48855 0.3917
H -4.07312 -6.01767 4.82478 0.5046
H -2.53284 -4.53493 3.83566 0.2338
H -3.77208 -5.04974 2.59790 0.3399
H -1.32762 -5.05821 1.79885 0.4037
H -2.27638 -6.50183 1.47419 0.4168
H 0.17901 -7.16348 1.08987 0.3994
H 0.74134 -8.31433 2.26840 0.3540
H -0.87234 -8.39209 1.67345 0.4855
H 0.97629 -5.40123 2.60674 0.4824
H 0.10610 -4.96131 4.09401 0.3718
H 1.15532 -6.36073 4.07032 0.3407
H -4.02941 -8.19593 5.82608 0.4087
H -2.58020 -8.98996 6.23329 0.3814
H -3.10520 -9.11387 4.59504 0.4503
H -0.50826 -9.20320 4.57591 0.3262
C 3.95923 0.00738 4.17399 -1.7403
C 4.17556 1.45859 4.73541 1.6592
C 4.71641 1.31209 6.21019 -1.2864
C 6.24835 0.88395 6.30585 -0.7974
C 7.22535 1.77441 5.47357 -1.0098
C 6.70425 1.99621 4.07312 1.1820
N 5.17849 2.22288 4.01205 0.3618
O 4.82685 2.54466 2.73068 -0.3925
C 7.44398 3.32615 3.60557 -1.8318
C 7.22237 0.81398 3.24387 -1.6381
C 2.83487 2.18796 4.85785 -1.9327
H 4.69060 -0.73790 4.48668 0.3235
H 3.98431 -0.01903 3.08460 0.3169
H 3.02721 -0.38422 4.58154 0.4629
H 4.54913 2.15992 6.87450 0.4739
H 4.16381 0.53615 6.73995 0.4303
H 6.39596 -0.17574 6.09762 0.3458
H 6.46376 1.04030 7.36285 0.3893
H 8.22520 1.34998 5.56443 0.4342
H 7.25363 2.71418 6.02505 0.4015
H 7.05585 4.23220 4.07090 0.4402
H 8.51477 3.27847 3.80363 0.3775
H 7.33581 3.51869 2.53818 0.3868
H 6.89044 0.83415 2.20583 0.3322
H 8.30050 0.70605 3.36251 0.4164
H 6.79294 -0.10002 3.65412 0.3564
H 2.98494 3.25820 4.99990 0.4546
H 2.14448 1.75419 5.58124 0.3927
H 2.29697 2.26646 3.91308 0.3724
H 4.60681 3.47132 2.85102 0.3107
C -1.05974 -5.98067 -3.66475 -1.1287
C 0.19904 -5.23311 -3.20949 0.0332
O 0.30898 -4.18539 -4.13273 -0.5236
H -0.95080 -6.39057 -4.66885 0.2925
H -1.95695 -5.36688 -3.74447 0.2877
H -1.28039 -6.77984 -2.95712 0.3460
H 1.05679 -5.90326 -3.15243 0.1866
H 0.12138 -4.78480 -2.21899 0.2144
H 0.84128 -3.52998 -3.67589 0.2949
```

Values from the calculation:
2S+1: 1
Total charge: 0
SMILES: CC1(C)CCCC(C)(C)N1O.CC1(C)CCCC(C)(C)N1O.COC[C@H](C)N.COC[C@H](C)N.COC[C@H](C)N.COC[C@H](C)N.COC[C@H](C)N.COC[C@H](C)N.COC[C@H](C)N.COC[C@H](C)N.CCO
HOMO energy, eV: -8.033

=====

Across the entries above, frontier orbital gap takes the values 11.0 8.2 eV, respectively.
Across the entries above, relative energy (zero: lowest compared OMol25 entry of this formula, charge and spin) takes the values 34.32 46.31 kcal per mole, respectively.